# 1
{"formula": "C22H31N3O4", "method": "ωB97M-V/def2-TZVPD", "e_tot_ha": -1322.1404, "e_homo_ev": -7.864, "smiles": "CCCN(C[C@H]1CCCO1)C(=O)CCc1nnc(CCc2ccc(OC)cc2)o1", "orbital_gap_ev": 8.6, "elements": ["H", "C", "O", "C", "C", "C", "N", "C", "H", "C", "N", "H", "C", "H", "C", "H", "H", "H", "O", "C", "C", "H", "H", "C", "H", "C", "C", "C", "H", "H", "C", "C", "H", "H", "H", "H", "H", "O", "H", "H", "H", "C", "H", "H", "H", "H", "H", "H", "N", "O", "H", "C", "H", "H", "C", "C", "H", "H", "C", "C"], "coordinates": [[0.7849, 1.4705, 5.2284], [-1.6875, 2.1025, 2.9162], [-0.9677, -0.6605, 0.0190], [1.6894, -0.4131, 1.7350], [2.3351, -2.1401, -4.5248], [-0.8801, 2.3507, 4.1623], [2.0130, 0.8043, 1.4504], [-0.1312, 0.6755, -2.1334], [1.1843, -2.9016, -0.5619], [-1.6544, 3.0035, 1.8599], [1.4674, 1.5930, 2.4022], [-3.6771, -0.2465, 1.5184], [0.8376, 0.8189, 3.2206], [-5.0432, -0.1352, -0.3779], [0.0810, 1.1856, 4.4418], [0.1715, -2.6539, 0.8711], [2.1577, -0.1027, -2.8691], [-2.5131, 0.2433, 3.5866], [0.9416, -0.4802, 2.8555], [0.8647, -2.1716, 0.1795], [1.3026, -2.0112, -3.3923], [2.3422, 1.6501, -1.0657], [1.8943, 3.3416, -1.1738], [-2.3361, 2.7478, 0.6891], [0.0709, 0.7284, -3.2056], [0.0816, -1.0393, -0.4731], [2.1067, -4.1917, -3.3961], [-3.1210, 0.6730, 1.5976], [1.5381, -3.9217, -5.4601], [3.2965, -3.9877, -5.2210], [0.2482, 1.9902, -1.4482], [-3.0509, 1.5622, 0.5326], [-4.4059, 0.0961, -2.0229], [2.0088, 2.3854, -2.6520], [-1.0710, 3.9081, 1.9490], [-0.4632, 0.2997, 4.7712], [2.8908, -1.3521, 0.3231], [1.1841, -3.3014, -2.7982], [2.0592, -1.5517, -5.3963], [-0.2985, 3.2636, 4.0335], [-0.3786, 2.7761, -1.8732], [-4.1453, 0.0873, -0.9649], [2.4093, -2.3977, 1.6747], [0.3119, -1.7493, -3.7883], [1.6629, -5.1884, -3.3849], [-1.1996, 0.5039, -1.9806], [-1.5363, 2.4755, 5.0279], [2.4729, -1.3843, -1.6974], [0.5934, -0.4607, -1.5810], [-3.6444, 1.3722, -0.6804], [3.3135, -1.8096, -4.1717], [2.0646, -1.6310, 0.9771], [-2.3068, 3.4442, -0.1341], [3.0426, -4.2114, -2.8171], [1.7131, -0.9519, -2.3471], [1.7175, 2.3588, -1.6023], [0.0114, 1.9078, -0.3877], [-3.3842, -0.6752, -0.7758], [2.3571, -3.6419, -4.7973], [-2.4479, 0.9513, 2.7724]], "nbo_charge": [0.234, -0.061, -0.655, 0.463, -0.431, -0.405, -0.308, -0.221, 0.250, -0.183, -0.310, 0.218, 0.480, 0.169, -0.446, 0.235, 0.216, 0.201, -0.412, -0.496, 0.084, 0.221, 0.216, -0.279, 0.184, 0.701, -0.063, -0.293, 0.207, 0.218, -0.397, 0.389, 0.192, 0.184, 0.211, 0.225, 0.232, -0.543, 0.224, 0.220, 0.198, -0.261, 0.233, 0.182, 0.194, 0.233, 0.216, 0.209, -0.454, -0.520, 0.202, -0.449, 0.219, 0.157, -0.220, -0.620, 0.226, 0.200, -0.427, -0.193]}

# 2
{"formula": "C5H6N2O", "method": "ωB97M-V/def2-TZVPD", "e_tot_ha": -378.6971, "e_homo_ev": -8.507, "smiles": "O=CN1CC=CC=N1", "orbital_gap_ev": 8.2, "elements": ["C", "C", "N", "H", "H", "N", "H", "O", "C", "C", "H", "H", "H", "C"], "coordinates": [[-1.7544, -0.2766, -0.0280], [1.0054, 0.0067, 0.5869], [0.1799, 0.8272, -0.3141], [-1.8915, -2.2756, 0.4346], [1.3968, 0.4524, 1.3769], [-1.1497, 0.8654, -0.3692], [-2.7489, -0.5640, -0.7429], [0.4169, 3.0057, -1.3153], [0.2112, -1.3538, 0.6692], [-1.1445, -1.3903, 0.5559], [1.8948, 1.6066, -0.9926], [2.0067, -0.6109, 0.2332], [0.6838, -2.1654, 0.9130], [0.8934, 1.8727, -1.0076]], "nbo_charge": [-0.009, -0.262, -0.291, 0.234, 0.192, -0.182, 0.203, -0.537, -0.115, -0.283, 0.121, 0.213, 0.187, 0.528]}

# 3
{"formula": "C2HN3O3", "method": "ωB97M-V/def2-TZVPD", "e_tot_ha": -466.6238, "e_homo_ev": -11.054, "smiles": "O=[N+]([O-])c1nnco1", "orbital_gap_ev": 10.2, "elements": ["O", "H", "O", "C", "C", "N", "N", "O", "N"], "coordinates": [[-2.4765, -0.9208, 0.6384], [2.2750, 1.0754, -0.7836], [-1.9261, -0.4780, -1.3897], [-0.2296, -0.2658, 0.2625], [1.6138, 0.5903, -0.2026], [-1.7437, -0.5758, -0.2138], [0.4063, 0.0095, 1.3945], [0.5561, 0.0167, -0.7627], [1.5246, 0.5486, 1.0571]], "nbo_charge": [-0.297, 0.199, -0.322, 0.442, 0.307, 0.553, -0.246, -0.376, -0.260]}

# 4
{"formula": "C22H36BNO6PPd", "method": "ωB97M-V/def2-TZVPD", "e_tot_ha": -1860.4379, "total_charge": -1, "e_homo_ev": -4.616, "orbital_gap_ev": 7.2, "elements": ["H", "H", "O", "P", "H", "C", "O", "H", "C", "C", "C", "C", "H", "C", "H", "H", "H", "C", "C", "H", "Pd", "H", "C", "O", "C", "H", "C", "O", "H", "O", "C", "H", "C", "N", "H", "C", "C", "H", "H", "H", "H", "H", "H", "H", "H", "H", "H", "H", "B", "H", "H", "C", "C", "O", "H", "H", "H", "C", "H", "H", "H", "C", "C", "H", "H", "C", "H", "C"], "coordinates": [[1.2109, -1.8854, -4.5994], [-1.1971, 4.8833, 2.6818], [-0.3401, 3.1110, -0.0263], [-0.0075, -0.0751, -2.2928], [-0.4408, -2.8658, -3.7271], [1.7368, 1.8588, 2.3394], [-0.1044, -2.1234, 0.4222], [-3.4490, -1.4762, -2.0088], [-0.7563, 0.6605, -4.9619], [-3.4745, 3.4531, -0.4455], [-0.6181, 4.1692, 2.0916], [-2.5570, 3.1526, 0.7335], [-2.9305, 3.4063, -1.3878], [2.7459, -0.0351, -2.0865], [-4.2711, 2.7072, -0.4677], [-0.9260, 3.1734, -4.0151], [-3.6099, 4.2892, 2.2400], [-1.2260, 3.9728, 0.7100], [-3.3438, 3.2507, 2.0289], [-2.0476, 5.9555, 0.4684], [0.2077, 0.1552, -0.0614], [1.9866, -0.3044, -4.7367], [-1.3813, -2.3323, -3.6024], [2.0854, 1.6575, 1.1575], [-0.6157, -0.0805, 4.6645], [-3.9260, 4.4430, -0.3516], [-2.7003, -0.6999, -2.1876], [-2.0972, 1.7964, 0.5838], [-1.1202, -1.9405, -1.5214], [-1.5323, -3.1207, 1.8600], [-0.7938, -2.2019, 1.4899], [0.8692, 1.4792, -3.8304], [-1.3079, 5.3078, -0.0087], [0.1990, -0.0512, 2.0655], [0.6927, 1.6491, 4.8661], [-1.3355, -1.3591, -2.4267], [1.6161, -0.8945, -2.6769], [2.9159, -1.6929, -4.1943], [1.5591, -1.8298, -2.1087], [-2.6754, -0.0547, -1.3082], [-0.6679, 1.4353, -5.7290], [-1.6402, -1.8542, -4.5484], [-3.0297, -0.1119, -3.0488], [-0.5694, 3.2270, 2.6342], [-1.6639, -1.9068, 4.0935], [2.5825, 0.2219, -1.0370], [-0.3360, 5.7994, 0.0420], [-4.2628, 2.6689, 1.9401], [-0.7979, 1.8108, 0.0926], [-2.7696, 2.8536, 2.8646], [-1.5745, 5.1813, -1.0581], [-0.5683, -1.0534, 2.4931], [0.2813, 0.8826, 4.2242], [2.1436, 2.6953, 3.1657], [3.6985, -0.5634, -2.1766], [2.8420, 0.9068, -2.6350], [-1.9793, 2.1808, -3.0027], [0.6851, 0.8670, 2.8954], [-0.9653, -0.0707, 5.6904], [-2.1489, -3.0826, -3.3934], [-0.5044, 2.8836, -2.3196], [-0.9361, 2.4319, -3.2099], [1.9333, -1.2170, -4.1374], [-0.2569, -0.2344, -5.3284], [0.4028, 4.5367, 1.9849], [-1.0276, -1.0849, 3.7965], [-1.8176, 0.4345, -4.8469], [-0.1706, 1.1866, -3.6482]], "nbo_charge": [0.206, 0.195, -0.814, 1.104, 0.206, 0.729, -0.805, 0.213, -0.610, -0.625, -0.631, 0.242, 0.212, -0.613, 0.215, 0.199, 0.201, 0.242, -0.624, 0.200, 0.423, 0.197, -0.607, -0.738, -0.178, 0.202, -0.613, -0.823, 0.298, -0.703, 0.743, 0.223, -0.623, -0.462, 0.245, -0.566, -0.536, 0.210, 0.244, 0.244, 0.205, 0.195, 0.184, 0.226, 0.239, 0.257, 0.222, 0.211, 1.006, 0.229, 0.210, 0.117, -0.237, -0.745, 0.204, 0.196, 0.201, 0.115, 0.203, 0.212, 0.253, -0.614, -0.609, 0.212, 0.246, -0.232, 0.204, -0.534]}

> Which formula does entry 4 have?

C22H36BNO6PPd